The following is a DFT calculation (wB97M-V/def2-TZVPD) of a cluster of 10 separate species, C20H60O20 in total in a non-equilibrium geometry.

Output
- Charge: 0
- Structure (SMILES): OCCO.OCCO.OCCO.OCCO.OCCO.OCCO.OCCO.OCCO.OCCO.OCCO
- LUMO: -0.08 eV
- HOMO energy: -9.8 eV

Each line ends with the Mulliken charge.
Geometry (Å):
C -31.38957 24.70866 -11.81103  -0.19
H -27.83185 34.13100 -10.79954  0.33
O -33.65801 29.59034 -9.82262  -0.60
C -25.27216 24.45151 -8.88076  -0.25
H -28.24773 30.27897 -16.45481  0.37
O -28.36924 32.23850 -16.17886  -0.57
C -26.15958 22.29545 -15.21170  -0.30
C -24.46171 28.46499 -15.14800  -0.15
H -29.38304 24.29383 -11.52251  0.14
H -25.44972 27.99915 -15.22353  0.20
O -24.74502 23.51623 -13.69862  -0.48
H -28.42652 31.56878 -10.55079  -0.17
H -26.29254 27.81733 -11.99983  0.20
H -29.32522 25.95375 -9.14588  -0.39
H -26.51800 25.69741 -12.40165  0.08
O -27.34317 26.18683 -12.52024  -0.46
H -23.45760 24.13402 -9.97419  0.20
H -25.59733 24.88355 -7.92858  0.37
C -29.14478 26.67493 -8.33767  0.58
H -24.58304 29.51643 -14.89128  0.30
H -23.77163 28.32448 -13.10132  0.28
H -30.96375 32.01098 -14.19904  0.27
H -27.91269 30.83571 -14.73595  0.19
H -30.46540 22.25002 -13.10158  0.32
C -28.54658 30.90908 -15.62322  -0.26
H -30.59708 25.42814 -7.36365  0.31
C -27.46624 22.85689 -10.88893  0.32
O -29.12366 32.87435 -7.55021  -0.54
H -28.61783 28.13604 -13.16248  0.15
H -24.07488 21.89699 -14.86620  0.40
O -24.01458 26.43598 -13.95519  -0.41
O -33.31330 31.85145 -11.57062  -0.57
H -28.24588 22.67238 -10.14810  0.31
C -28.41595 28.22964 -12.08196  -0.32
H -31.40135 25.22643 -12.78803  0.26
H -33.84321 31.97565 -10.77401  0.34
H -31.83194 31.49889 -10.27020  0.12
C -29.95223 30.64497 -15.23511  -0.41
C -27.25849 27.34643 -11.78989  0.81
H -23.62938 23.10073 -8.66457  0.38
H -24.49377 23.38987 -15.69340  0.37
O -25.70289 25.28341 -9.94852  -0.38
C -26.54354 21.70455 -10.79364  -0.84
O -29.07602 27.99101 -8.63369  -0.63
H -26.92185 23.77528 -10.65988  -0.08
O -27.62158 33.49664 -10.11984  -0.56
H -25.16909 22.31031 -12.13794  0.32
O -26.94012 23.48770 -15.41814  -0.50
H -29.58953 32.84682 -10.21518  0.33
H -26.59559 21.68240 -14.39898  0.20
H -29.62328 33.57064 -7.98458  0.33
O -29.58445 27.79622 -11.41422  -0.09
H -28.16467 26.38394 -7.93528  0.16
C -28.53407 32.00443 -8.51609  -0.29
H -32.79763 23.03001 -11.87746  0.38
H -31.82665 29.11636 -10.58780  -0.15
H -23.42857 27.55702 -16.56718  0.29
H -26.92979 20.75175 -11.17283  0.26
C -32.26256 31.06889 -11.18429  0.10
O -31.28473 22.72670 -13.26580  -0.58
H -25.86706 23.54365 -8.98902  0.19
H -29.86784 26.71127 -6.27637  0.31
C -32.72738 29.67960 -10.89409  0.03
H -27.53911 23.44232 -12.77945  0.15
H -28.67086 32.85167 -15.48649  0.30
C -30.22750 26.45044 -7.27784  -0.44
O -23.83526 28.41938 -16.45554  -0.56
C -23.63789 27.80225 -14.06302  -0.74
H -32.08774 25.23410 -11.15464  0.34
H -31.11140 27.90212 -8.27832  0.27
H -29.04322 28.10984 -9.60665  0.21
H -29.98837 29.56502 -15.01182  0.15
H -26.36960 21.52964 -9.71865  0.47
H -24.69489 24.44042 -13.94682  0.26
C -24.77008 22.73401 -14.84961  -0.59
O -30.29423 31.33921 -14.06509  -0.41
H -31.48955 31.06746 -11.94585  0.01
C -31.73184 23.25084 -11.98725  -0.61
H -27.48476 31.86530 -8.22265  0.32
O -30.05049 24.93247 -11.19505  -0.28
C -28.58622 32.47897 -9.94219  0.14
O -28.11602 22.96697 -12.16073  -0.34
H -28.99562 31.01575 -8.37902  0.12
H -31.20638 22.70548 -11.19076  0.23
H -29.82353 26.90068 -11.68485  -0.02
H -27.84839 23.25795 -15.63501  0.28
H -22.56873 27.84689 -14.26679  0.50
O -31.36118 27.33587 -7.52704  -0.53
H -30.70429 30.81644 -16.00538  0.39
H -28.21276 29.27412 -11.86647  0.05
H -33.17474 29.54464 -8.99350  0.37
C -23.81093 24.14992 -8.92716  -0.58
O -25.20879 21.94291 -11.23867  -0.48
H -25.51360 26.20663 -9.75275  0.25
O -22.98954 24.98019 -8.13915  -0.57
H -27.23491 27.16358 -10.70205  -0.30
H -23.21380 25.91436 -13.82863  0.24
H -26.13461 21.66966 -16.11396  0.44
H -23.03439 25.87202 -8.50248  0.32
H -33.12949 29.18486 -11.77467  0.34